A) C2H2N2OS | the ωB97M-V functional and the def2-TZVPD basis

```
8
Properties=species:S:1:pos:R:3
C -0.97441 -1.17963 -0.54081
C -0.12484 -0.33818 0.05848
N -1.62404 -1.87322 -1.22726
N -0.07355 0.97938 -0.35924
O 1.95704 0.25016 1.51514
S 1.11096 -0.93251 1.08627
H -0.90611 1.59208 -0.65297
H 0.63496 1.50192 0.12038
```

Calculated values
Lowest unoccupied orbital energy (spin up / spin down), eV: -1.228 / -1.229
2S+1: 1
HOMO-LUMO gap (spin up / spin down), Eh: 0.286 / 0.286

B) C2H2N2OS | the ωB97M-V functional and the def2-TZVPD basis

```
8
Properties=species:S:1:pos:R:3
C -0.14795 1.64528 1.41380
N -1.31694 1.60918 1.30496
S -2.69085 1.27550 0.73740
H 0.71668 1.82625 2.02679
N 1.52070 -1.96938 -1.31744
C 0.37053 -1.58491 -1.42524
O -0.76183 -1.39090 -1.58994
H 2.30966 -1.41102 -1.15032
```

Calculated values
Structure (SMILES): C#[N+][S-].N=C=O
Lowest unoccupied orbital energy, eV: -0.027
2S+1: 1
HOMO-LUMO gap, Eh: 0.319

Tell me which of them is the most stable. Sure, it is A).

A) C8H8 | the ωB97M-V functional and the def2-TZVPD basis

```
16
Properties=species:S:1:pos:R:3
C 2.08050 0.20796 -2.12372
C 1.23563 0.67488 -1.41342
C 0.18154 0.73340 -0.34701
C 0.00141 1.92602 0.24550
C -0.61180 -0.54360 0.06115
C -1.16038 -1.22154 -0.89787
C -0.97216 -0.98396 1.46550
C -0.37028 -0.64316 2.58141
H 2.72900 -0.21294 -2.86656
H -0.79370 2.16043 0.95441
H 0.41553 2.75834 -0.31473
H -1.77497 -2.13851 -0.69934
H -0.91879 -0.73128 -1.94543
H -1.56837 -1.82979 1.43502
H 0.13251 0.25345 2.59154
H -0.52793 -1.15961 3.41597
```

Calculated values
Structure (SMILES): C#CC(=C)C(=C)C=C
Lowest unoccupied orbital energy, eV: 0.806
2S+1: 1
HOMO-LUMO gap, Eh: 0.357

B) C8H8 | the ωB97M-V functional and the def2-TZVPD basis

```
16
Properties=species:S:1:pos:R:3
C -1.06520 1.63932 -1.88906
C -0.39820 0.66472 -1.36035
C -0.69891 -0.15318 -0.19971
C -1.85437 -0.75880 0.14192
C 0.47349 -0.64661 0.69892
C 0.29452 -0.23993 2.07854
C 1.90263 -0.59885 0.44127
C 3.11720 -0.61239 0.36958
H -0.16886 2.20321 -2.62728
H -2.16324 1.95567 -1.85916
H 0.57629 0.07055 -1.61864
H -3.01966 -0.16956 -0.27234
H -1.90038 -1.62661 0.88351
H 1.36774 -0.42260 2.39200
H -0.77782 -0.41546 2.48950
H 4.31477 -0.88947 0.33131
```

Calculated values
Lowest unoccupied orbital energy, eV: -0.022
2S+1: 1
HOMO-LUMO gap, Eh: 0.316

Tell me which of them is the most stable. Sure, it is A).

A) C8H8 | the ωB97M-V functional and the def2-TZVPD basis

```
16
Properties=species:S:1:pos:R:3
C 0.35495 -0.03628 0.93284
C -0.36219 -1.13882 0.64085
C -1.54378 -1.16725 -0.12292
C -1.96644 0.07017 -0.60666
C -1.29370 1.27853 -0.27150
C -0.12344 1.19714 0.52862
H 1.29574 -0.10535 1.43626
H -0.06668 -2.06496 0.99879
H -2.11482 -2.00423 -0.38338
H -2.84700 0.21421 -1.26197
H -1.71459 2.18538 -0.61625
H 0.37600 2.10167 0.89519
C 2.18298 -0.51325 -0.88711
C 2.96457 0.16796 -0.34801
H 1.07620 -0.80450 -1.15842
H 3.78219 0.61960 0.22368
```

Calculated values
Structure (SMILES): c1ccccc1.C#C
Lowest unoccupied orbital energy, eV: 1.093
2S+1: 1
HOMO-LUMO gap, Eh: 0.377

B) C8H8 | the ωB97M-V functional and the def2-TZVPD basis

```
16
Properties=species:S:1:pos:R:3
C -1.06984 0.83518 -0.32061
C -2.08318 0.20788 0.32501
C -2.22180 -1.11564 0.12004
C -1.25180 -1.73861 -0.70968
C -0.03637 -1.15951 -1.07663
C 0.12788 0.23424 -0.75485
H -1.02119 1.92872 -0.26788
H -3.09891 0.83235 0.67123
H -2.94696 -1.67887 0.84678
H -1.12251 -2.85544 -0.75703
H 0.84466 -1.63195 -1.51956
H 1.13234 0.73886 -0.87460
C 3.21038 1.15910 1.71142
C 3.26178 1.51792 0.60811
H 3.04491 0.99783 2.82314
H 3.54543 2.02511 -0.33893
```

Calculated values
Structure (SMILES): c1ccccc1.C#C
Lowest unoccupied orbital energy, eV: 0.996
2S+1: 1
HOMO-LUMO gap, Eh: 0.369

C) C8H8 | the ωB97M-V functional and the def2-TZVPD basis

```
16
Properties=species:S:1:pos:R:3
C -0.01040 -1.50350 -0.39892
C -0.65515 -0.75688 -1.26592
C -0.81554 0.68818 -0.70343
C 0.67303 1.16929 -0.60582
C 1.28763 0.26689 0.11479
C 0.58700 -0.80682 0.77601
C -0.46618 -0.07174 1.47317
C -1.23206 0.79885 0.70261
H 0.51629 -2.54272 -0.87536
H -0.99029 -0.94529 -2.32789
H -1.21266 1.24582 -1.47747
H 1.24149 2.12030 -0.83590
H 2.42294 0.21191 0.13032
H 1.16715 -1.43586 1.52015
H -0.41281 0.11482 2.76702
H -2.10045 1.44673 1.00664
```

Calculated values
Structure (SMILES): C1=CC2C=CC1C=C2
Lowest unoccupied orbital energy, eV: 0.995
2S+1: 1
HOMO-LUMO gap, Eh: 0.331

Tell me which of them is the most stable. Sure, it is A).

A) C15H30BCl2F4N3S5SeW | the ωB97M-V functional and the def2-TZVPD basis

```
62
Properties=species:S:1:pos:R:3
W -0.12412 0.09457 1.10395
C 2.19814 0.54862 3.83941
C 1.94610 -0.93434 3.98306
S 1.34456 -1.69387 2.42859
C 2.91295 -2.02745 1.54626
C 3.46459 -0.84478 0.78230
S 2.11811 -0.01934 -0.16369
C 2.79044 1.69138 -0.24899
C 1.68878 2.60376 -0.73445
S 0.18445 2.58045 0.32351
C 0.60394 3.68746 1.72479
C 1.38547 3.00189 2.82091
S 0.65987 1.35253 3.23161
H 3.00578 0.76265 3.13574
H 2.43653 0.99701 4.80637
H 1.16319 -1.12859 4.71944
H 2.85235 -1.46489 4.27653
H 2.67687 -2.84826 0.86391
H 3.62825 -2.39147 2.28439
H 4.18608 -1.18829 0.03952
H 3.94207 -0.10895 1.42961
H 3.61341 1.66932 -0.96658
H 3.17682 1.98295 0.72763
H 1.32182 2.26677 -1.70540
H 2.02167 3.63732 -0.81734
H -0.37415 4.02886 2.07699
H 1.14616 4.54431 1.32711
H 1.34980 3.59299 3.73963
H 2.42923 2.84952 2.54713
Se -2.40249 0.68991 1.99180
C -2.46881 2.48698 1.84062
N -2.49884 3.63426 1.73276
F -1.30684 -3.56090 2.89475
B -1.78468 -2.34398 2.83718
F -1.16925 -1.76841 1.19530
F -3.05713 -2.08830 2.66248
F -1.07312 -1.39264 3.51150
Cl 2.42091 -4.76832 -0.56448
C 0.70856 -4.30093 -0.66874
Cl 0.55148 -2.54261 -0.79942
H 0.18876 -4.61957 0.23505
H 0.28200 -4.74752 -1.56669
C -0.09749 -0.74124 -4.03974
N -1.44504 -0.25701 -3.83280
C -2.03014 0.35605 -5.01508
C -1.91816 -0.04495 -2.60107
S -0.69538 0.29196 -1.39177
N -3.21198 -0.01654 -2.33843
C -4.20354 -0.63676 -3.19480
C -3.73675 0.53332 -1.11344
H -0.07042 -1.29253 -4.97724
H 0.19088 -1.40752 -3.23077
H 0.62052 0.07989 -4.09601
H -1.26823 0.97677 -5.49209
H -2.86997 0.99575 -4.76416
H -2.34684 -0.39892 -5.73333
H -3.73498 -1.31235 -3.90493
H -4.78556 0.11539 -3.72792
H -4.88748 -1.21029 -2.56812
H -3.06709 1.30525 -0.72937
H -3.87806 -0.24636 -0.35783
H -4.70398 0.98999 -1.31517
```

Calculated values
Net charge: +2
Lowest unoccupied orbital energy (spin up / spin down), eV: -6.925 / -7.499
<S²>: 2.02
2S+1: 3
HOMO-LUMO gap (spin up / spin down), Eh: 0.254 / 0.247

B) C15H30BCl2F4N3S5SeW | the ωB97M-V functional and the def2-TZVPD basis

```
62
Properties=species:S:1:pos:R:3
W -0.45670 -0.06848 0.57319
C -3.69300 2.41210 -0.21952
C -2.36570 3.14946 -0.13005
S -0.70692 2.32524 -0.03265
C -0.12111 2.27450 -1.75196
C -0.77165 1.22733 -2.63844
S -1.27837 -0.22330 -1.66123
C -1.00623 -1.67907 -2.71865
C -2.34218 -2.17311 -3.26998
S -3.59061 -2.45000 -1.98857
C -4.78476 -1.08776 -2.21702
C -4.73848 0.00567 -1.14242
S -4.05763 1.56945 -1.78463
H -4.44886 3.18346 -0.05535
H -3.79914 1.69557 0.58954
H -2.35863 3.76056 0.77342
H -2.22348 3.82453 -0.97604
H 0.93959 2.06480 -1.64654
H -0.23695 3.27338 -2.17259
H -0.07248 0.89000 -3.40292
H -1.68772 1.58695 -3.10069
H -0.51538 -2.42866 -2.10031
H -0.31462 -1.37069 -3.50363
H -2.15871 -3.13318 -3.75419
H -2.72874 -1.49762 -4.03247
H -5.76006 -1.57022 -2.19422
H -4.66672 -0.68921 -3.22536
H -4.11715 -0.32283 -0.31076
H -5.73975 0.20312 -0.76289
Se -2.30385 0.25676 2.23888
C -3.30153 -1.25231 1.89988
N -3.93053 -2.19410 1.68965
F 1.96448 2.20772 1.81483
B 1.25463 1.72374 2.86222
F 0.76174 0.14389 2.12760
F 1.93136 1.27198 3.91157
F 0.02276 2.23857 3.04063
Cl -0.61320 -2.62698 3.79211
C -1.05618 -3.51234 2.37504
Cl -0.48496 -2.67369 0.82066
H -2.13106 -3.59570 2.26811
H -0.53554 -4.46167 2.32173
C 2.83492 -2.28725 1.73952
N 3.40527 -0.96304 1.52193
C 4.24965 -0.48784 2.62586
C 3.15818 -0.21524 0.46149
S 1.72638 -0.46813 -0.56472
N 4.03163 0.70806 0.07712
C 5.47952 0.51948 0.23659
C 3.65041 1.88721 -0.69513
H 3.64220 -2.96201 2.02416
H 2.37513 -2.65481 0.82962
H 2.10362 -2.24912 2.54730
H 3.74622 -0.75313 3.55348
H 4.34098 0.59332 2.58315
H 5.23336 -0.95529 2.60763
H 5.70008 -0.52104 0.45433
H 5.88815 1.15826 1.01871
H 5.94855 0.78020 -0.71110
H 2.67682 2.23880 -0.36956
H 3.65999 1.68196 -1.76686
H 4.37295 2.67174 -0.47952
```

Calculated values
Net charge: +2
Lowest unoccupied orbital energy (spin up / spin down), eV: -8.232 / -7.935
<S²>: 2.03
2S+1: 3
HOMO-LUMO gap (spin up / spin down), Eh: 0.208 / 0.220

Tell me which of them is the most stable. Sure, it is A).